C21H23FN2O2 in the gas phase at a distorted geometry, computed with ωB97M-V/def2-TZVPD.

Properties
SMILES string ... Cc1ccc(-c2nc(CN3CCCC[C@H]3c3cccc(F)c3)c(C)o2)o1
HOMO energy ... -7.61 eV
Net charge ... 0
Relative energy (zero: lowest compared OMol25 entry of this formula, charge and spin) ... 1.951 eV
Orbital gap ... 8.51 eV

Each line ends with the Mulliken charge.
Positions of all 49 atoms, in Å:
C (0.23, -0.52, -4.07)  -0.82
H (6.38, -0.31, 3.54)  0.30
N (1.49, 0.15, 1.39)  -0.76
C (-2.41, 1.29, -1.98)  -0.05
C (-4.43, 0.67, -0.87)  0.02
H (-2.44, 3.22, -2.91)  0.44
H (6.35, -1.78, 2.58)  0.30
C (-1.14, -0.04, -3.60)  -0.82
C (2.51, -1.83, 4.40)  -0.55
H (-2.36, -0.18, 3.19)  0.44
H (-2.50, -1.17, 1.73)  0.29
C (0.97, -1.12, -2.88)  -0.79
H (-2.57, 0.59, 1.60)  0.25
H (-1.13, 1.68, -0.01)  0.55
N (-0.27, 0.32, -1.33)  0.30
H (1.58, -0.50, -0.90)  0.43
C (-4.31, 2.78, -1.96)  -0.72
H (0.80, 0.32, -4.46)  0.34
H (0.60, 1.97, -0.33)  0.37
C (-5.04, 1.87, -1.22)  -0.52
H (4.24, -2.62, 5.55)  0.46
C (2.52, -1.08, 3.24)  0.12
H (6.59, -1.89, 4.33)  0.33
H (1.64, 0.78, -2.12)  0.36
C (-2.10, -0.23, 2.13)  -1.46
H (-6.05, 2.07, -0.91)  0.47
H (1.64, -2.16, 4.93)  0.54
O (0.16, -0.79, 2.89)  -0.44
C (0.19, 0.41, 1.05)  0.87
H (-4.75, 3.72, -2.24)  0.40
C (-3.14, 0.37, -1.25)  -0.04
O (3.79, -0.86, 2.85)  -0.38
F (-5.13, -0.22, -0.14)  -0.35
C (3.86, -2.07, 4.71)  -0.57
C (1.06, -0.09, -1.77)  -0.65
H (1.97, -1.44, -3.16)  0.37
C (4.60, -1.45, 3.74)  0.46
H (0.12, -1.25, -4.87)  0.39
C (1.43, -0.56, 2.48)  0.55
H (-1.68, 0.45, -4.41)  0.37
C (-1.01, 0.94, -2.42)  -0.20
H (-1.72, -0.90, -3.27)  0.33
H (-2.69, -0.57, -0.96)  0.60
C (-3.00, 2.50, -2.33)  -0.55
H (0.42, -2.00, -2.52)  0.31
C (6.07, -1.36, 3.54)  -1.27
C (-0.16, 1.20, -0.17)  -1.03
C (-0.63, -0.17, 1.97)  0.52
H (-0.50, 1.86, -2.78)  0.47

=====

A molecular structure, C21H23FNNaO4P at a distorted geometry, computed with ωB97M-V/def2-TZVPD.

Properties
HOMO energy ... -10.36 eV
Net charge ... +1
Orbital gap ... 5.65 eV

Each line ends with the Mulliken charge.
Positions of all 52 atoms, in Å:
N (1.96, -6.61, 0.07)  0.83
Na (-0.03, 7.63, 0.19)  0.96
H (0.61, 5.70, -2.26)  0.30
P (-0.19, 2.73, -0.48)  -0.03
H (-6.76, 2.44, 0.39)  0.37
C (3.31, -1.21, 1.70)  0.46
C (-3.83, 0.59, -0.74)  0.32
H (-1.90, -1.32, -3.05)  0.39
C (-2.79, 1.56, -0.34)  0.41
H (3.32, 2.67, -0.05)  0.24
H (3.15, 0.98, -0.55)  0.26
C (-3.21, 2.62, 0.70)  0.28
H (-0.16, 0.33, -2.42)  0.20
H (1.28, -8.49, -0.55)  0.28
H (2.85, -7.99, -1.25)  0.31
H (2.26, -4.32, 0.89)  0.18
H (-4.30, -1.13, -2.02)  0.39
H (-1.02, 3.99, -2.43)  0.45
H (3.39, -2.34, -0.11)  0.43
C (1.47, 2.33, -1.25)  -0.42
C (-2.20, -0.54, -2.31)  -0.63
H (1.87, 3.30, -1.68)  0.31
C (0.18, 5.50, -1.24)  -1.03
C (3.08, -2.33, 0.92)  -0.69
H (-1.83, 4.49, -0.92)  0.28
C (-0.82, 4.30, -1.37)  -0.47
H (2.14, 1.64, 0.82)  0.27
H (-5.07, 3.97, 1.10)  0.33
C (-1.15, 0.42, -1.93)  -0.60
C (2.56, 1.85, -0.19)  -0.92
C (-4.72, 2.97, 0.74)  -0.52
C (-1.48, 1.44, -0.97)  0.82
O (-2.48, 3.16, 1.49)  -0.49
H (3.12, -0.27, 3.61)  0.43
H (2.77, -8.50, 0.46)  0.29
H (0.98, 5.31, -0.48)  0.52
C (2.24, -8.01, -0.35)  -0.73
O (2.42, -5.71, -0.62)  -0.55
C (2.04, -3.39, 2.82)  -0.49
H (1.45, 1.61, -2.10)  0.45
H (1.96, -2.23, 4.62)  0.38
C (-5.25, 0.70, -0.11)  0.16
C (2.44, -3.43, 1.49)  0.12
O (-5.95, -0.26, 0.01)  -0.49
H (-0.45, 6.42, -0.99)  -0.01
F (3.93, -0.14, 1.16)  -0.34
C (-5.70, 2.11, 0.35)  -0.45
H (1.54, -4.25, 3.26)  0.41
C (2.28, -2.26, 3.59)  -0.37
C (-3.50, -0.42, -1.71)  -0.68
O (1.28, -6.46, 1.06)  -0.49
C (2.92, -1.16, 3.03)  -0.45

=====

A molecular structure, C21H23IrO2S2 at a distorted geometry, computed with ωB97M-V/def2-TZVPD.

Properties
HOMO energy (spin up / spin down) ... -17.12 / -17.12 eV
Spin multiplicity ... 2
Net charge ... +3
Orbital gap (spin up / spin down) ... 6.29 / 3.55 eV

Each line ends with the Mulliken spin population.
Positions of all 49 atoms, in Å:
C (1.97, 4.12, -2.33)  0.06
C (-0.12, 0.06, -1.83)  0.04
H (0.52, -2.44, 4.56)  0.00
H (-0.38, -2.84, -1.86)  0.00
C (1.42, 4.71, -1.18)  0.25
C (-2.50, 0.13, 0.99)  0.00
H (-0.31, 1.07, -2.22)  0.01
C (-1.20, -0.87, -2.41)  0.00
H (2.87, 2.35, -3.12)  0.00
S (-1.64, -2.31, 0.03)  0.00
C (1.55, 2.63, 0.06)  0.00
C (2.36, 2.80, -2.27)  0.08
H (1.44, -1.46, -2.07)  0.00
C (1.17, 3.95, 0.00)  0.17
H (-5.44, 1.78, 0.66)  0.00
C (2.37, -1.40, 3.84)  0.00
H (-2.10, -2.83, -2.23)  0.00
C (-4.05, -1.12, -0.39)  0.00
H (3.68, -3.79, 1.90)  0.00
H (-3.22, 2.02, 1.71)  0.00
H (-2.16, -0.36, -2.35)  0.00
C (-1.30, -2.25, -1.77)  0.00
H (1.30, -4.46, 2.98)  0.00
C (1.37, -2.43, 3.90)  0.00
C (3.05, -3.14, 2.50)  0.00
H (-0.22, 0.10, -0.75)  -0.01
C (3.42, -1.86, 2.99)  0.00
H (4.36, -1.36, 2.82)  0.00
H (1.41, 2.05, 0.96)  0.00
H (1.22, 5.77, -1.18)  0.00
H (1.56, -0.13, -3.24)  0.00
C (1.28, -0.38, -2.21)  0.03
C (2.10, 2.05, -1.09)  0.27
C (-2.81, -0.97, 0.21)  0.00
H (-5.95, -0.19, -0.75)  0.00
H (-1.55, 0.19, 1.50)  0.00
H (0.69, 4.41, 0.85)  0.01
H (-4.30, -2.02, -0.94)  0.00
H (2.15, 4.70, -3.22)  0.01
C (1.79, -3.50, 3.07)  0.00
H (2.40, -0.52, 4.45)  0.00
S (2.57, 0.32, -1.10)  0.07
O (2.24, -0.22, 0.26)  0.03
C (-3.44, 1.15, 1.11)  0.00
C (-4.68, 1.02, 0.50)  0.00
O (-0.35, -1.81, 0.67)  0.00
C (-4.98, -0.10, -0.27)  0.00
H (-1.00, -1.03, -3.48)  0.00
Ir (1.47, -1.62, 1.75)  0.00

=====

2 unconnected molecules or ions with the total composition C21H23N2O7 at a distorted geometry, computed with ωB97M-V/def2-TZVPD.

Properties
HOMO energy ... -5.39 eV
Net charge ... -1
Orbital gap ... 7.55 eV

Each line ends with the Mulliken charge.
Positions of all 53 atoms, in Å:
C (-0.16, 3.55, 0.17)  0.60
H (-1.66, -1.98, 1.55)  0.44
H (-0.26, 5.52, -0.63)  0.37
H (-1.25, 1.47, 3.10)  0.34
H (2.12, -3.33, 3.12)  0.46
H (0.10, -8.79, 3.95)  0.33
H (-3.77, 3.41, -3.19)  0.30
C (-1.80, 3.91, -3.80)  0.82
H (1.36, 4.86, -0.63)  0.14
C (-0.18, -4.18, 0.22)  -0.56
C (0.31, 4.62, -0.84)  -0.74
C (-0.59, -0.56, 2.77)  0.86
O (-2.09, 0.75, 1.36)  -0.52
C (2.83, 5.46, -3.16)  -0.77
C (-1.64, 0.53, 2.69)  -0.86
H (-0.38, -5.44, -1.52)  0.39
C (0.20, -2.83, 2.27)  0.41
H (0.41, -5.29, 3.38)  0.49
H (3.19, 3.39, -3.52)  0.27
H (0.73, 0.63, 3.98)  0.34
C (0.07, -4.13, 1.59)  0.32
H (0.00, -7.55, -0.27)  0.42
H (2.16, 6.02, -3.80)  0.27
C (0.16, 4.34, -2.35)  0.29
C (-3.06, 3.11, -3.96)  -1.19
C (-0.76, -1.81, 2.14)  -0.47
H (-3.48, 3.28, -4.94)  0.33
C (0.21, -6.57, 1.65)  0.44
H (-0.31, -3.26, -0.34)  0.55
H (0.23, 5.30, -2.86)  0.40
H (2.76, 5.83, -2.14)  0.22
C (0.01, -6.60, 0.26)  -0.55
O (0.26, 3.68, 1.34)  -0.78
C (0.40, -7.82, 2.41)  0.25
C (-0.20, -5.41, -0.45)  -0.60
C (1.54, -1.33, 3.64)  -0.65
C (0.24, -5.33, 2.30)  -0.46
O (1.02, -8.74, 1.90)  -0.58
N (2.49, 4.04, -3.21)  -0.11
N (-1.15, 3.78, -2.65)  0.02
C (1.32, 3.46, -2.89)  0.07
O (-0.96, 2.65, -0.17)  -0.94
H (-1.52, 1.42, 0.88)  0.47
H (3.86, 5.60, -3.52)  0.33
H (-1.50, 3.13, -1.96)  0.10
C (1.35, -2.57, 3.03)  -0.69
H (-2.50, 0.23, 3.31)  0.30
C (0.57, -0.33, 3.51)  -0.69
O (-0.13, -7.90, 3.65)  -0.45
H (-2.82, 2.05, -3.83)  0.31
O (1.23, 2.25, -3.04)  -0.71
O (-1.42, 4.65, -4.71)  -0.72
H (2.45, -1.13, 4.21)  0.37

=====

2 unconnected molecules or ions with the total composition C21H23N2S at a distorted geometry, computed with ωB97M-V/def2-TZVPD.

Properties
HOMO energy ... -11.11 eV
Net charge ... +1
Relative energy (zero: lowest compared OMol25 entry of this formula, charge and spin) ... 0.331 eV
Orbital gap ... 6.44 eV

Each line ends with the Mulliken charge.
Positions of all 47 atoms, in Å:
C (2.60, -4.49, -1.01)  -0.56
C (-3.58, -1.52, 4.24)  -1.40
H (2.29, 2.78, -3.50)  0.33
H (1.73, -3.63, 0.76)  0.23
H (-4.39, -2.24, 4.07)  0.36
H (2.12, -4.88, -1.91)  0.30
H (-4.03, -0.58, 4.56)  0.32
C (1.70, -3.44, -0.33)  -0.47
H (-1.34, -0.06, 4.03)  0.41
H (-1.41, 5.82, 0.14)  0.39
H (0.02, 0.42, 2.01)  0.51
H (-2.03, 1.66, 1.16)  0.40
H (0.08, 5.14, -1.77)  0.27
H (2.85, -5.32, -0.34)  0.38
C (-0.13, 3.04, -1.30)  0.30
C (4.25, -0.80, -1.17)  -1.11
C (-0.15, 0.73, -0.97)  0.74
C (3.41, -2.05, -1.08)  0.46
C (0.60, 1.05, -2.13)  -1.12
C (-0.83, -0.26, 1.95)  -0.85
C (1.23, 3.06, -3.45)  -0.89
C (-0.65, 2.03, -0.45)  0.76
H (-2.98, -1.89, 5.08)  0.35
C (-3.09, -1.89, 1.78)  -0.82
H (5.22, -0.95, -0.68)  0.40
H (-3.98, -2.53, 1.72)  0.34
H (-2.56, -2.18, -0.30)  0.44
C (-2.29, -1.72, 0.66)  -0.55
C (-1.54, 2.41, 0.54)  0.04
H (4.41, -0.54, -2.22)  0.29
S (4.13, -3.61, -1.51)  -0.15
H (0.75, 2.74, -4.38)  0.34
C (-1.16, -0.85, 0.69)  0.54
H (1.15, 4.14, -3.35)  0.28
C (-2.76, -1.29, 3.00)  0.99
C (-1.80, 3.78, 0.75)  -0.89
H (1.11, 0.37, -2.81)  0.53
H (-0.05, -1.39, -1.13)  0.53
C (-0.39, -0.56, -0.50)  -0.28
C (-1.61, -0.50, 3.08)  -0.42
H (-2.45, 4.08, 1.56)  0.42
C (-1.20, 4.77, -0.05)  -0.65
N (2.20, -2.09, -0.65)  -0.25
C (-0.37, 4.39, -1.12)  -0.96
H (0.66, -3.51, -0.67)  0.31
H (3.67, -0.02, -0.65)  0.22
N (0.60, 2.40, -2.32)  0.17

=====

C21H23N3O2 in the gas phase, computed with ωB97M-V/def2-TZVPD.

Properties
SMILES string ... Cc1ccccc1CNC(=O)CCCC(=O)n1nc(C)c2ccccc21
HOMO energy ... -8.53 eV
Net charge ... 0
Relative energy (zero: lowest compared OMol25 entry of this formula, charge and spin) ... 0.207 eV
Orbital gap ... 9.14 eV

Each line ends with the Mulliken charge.
Positions of all 49 atoms, in Å:
H (-2.29, 2.89, -2.22)  0.35
O (-0.98, -3.37, 1.39)  -0.60
C (2.42, 2.10, -1.62)  -0.54
O (-1.57, -2.03, -1.42)  -0.63
H (2.85, 4.11, -1.01)  0.39
H (-4.26, -0.73, -0.56)  0.46
H (4.66, -1.05, -0.25)  0.40
C (0.08, 1.56, -1.87)  1.21
H (-1.48, 0.94, -3.19)  0.37
C (1.42, 1.19, -1.92)  -0.76
C (0.75, 3.75, -1.18)  -0.74
C (0.73, 0.68, 1.71)  0.27
C (2.08, 3.39, -1.24)  -0.81
H (-3.12, -2.56, 2.42)  0.39
C (1.70, -0.18, 1.08)  0.35
C (1.03, -1.41, 0.91)  0.50
C (3.63, -1.12, 0.08)  -0.64
C (0.92, 2.09, 2.12)  -1.24
H (1.68, 0.19, -2.21)  0.31
H (3.55, 0.89, 0.83)  0.52
H (-3.67, -2.31, -0.03)  0.38
H (-0.47, -0.39, -2.58)  0.51
C (-2.21, -1.10, -0.99)  0.57
C (-1.20, -2.21, 1.63)  0.71
H (-2.13, 3.06, -0.46)  0.33
C (2.94, -2.32, -0.12)  -0.73
N (-1.93, 0.19, -1.29)  0.14
H (1.10, -3.41, 0.15)  0.53
C (-1.69, 3.33, -1.42)  -1.96
N (-0.38, 0.03, 1.90)  -1.06
H (3.45, -3.14, -0.60)  0.41
C (1.64, -2.49, 0.30)  -0.63
C (-2.48, -1.69, 2.23)  -0.96
H (0.01, 2.46, 2.59)  0.36
C (3.03, -0.04, 0.68)  -0.45
C (-3.21, -0.69, 1.33)  -0.64
C (-0.96, 0.55, -2.30)  -1.54
H (-1.73, 4.41, -1.52)  0.48
H (-2.52, 0.92, -0.93)  0.24
N (-0.23, -1.24, 1.44)  0.86
C (-3.43, -1.25, -0.08)  -0.99
C (-0.26, 2.86, -1.49)  1.35
H (0.49, 4.76, -0.89)  0.37
H (3.45, 1.80, -1.69)  0.52
H (-2.64, 0.23, 1.29)  0.40
H (-2.25, -1.20, 3.18)  0.39
H (1.75, 2.17, 2.81)  0.34
H (-4.18, -0.47, 1.78)  0.36
H (1.14, 2.70, 1.24)  0.14

=====

no.,DFT total energy (eV)
1,-31942.9567
2,-48241.3834
3,-50722.8226
4,-39467.1079
5,-35959.2697
6,-30717.0088